The following is a DFT calculation (the ωB97M-V functional and the def2-TZVPD basis) of 13 unconnected molecules or ions with the total composition C34H101N19O13.

Geometry as XYZ:
```
167
Properties=species:S:1:pos:R:3:forces:R:3:mulliken_charge:R:1
C -0.1517 -0.7482 -4.8906 -1.61 1.22 -0.47 0.6549
O -0.4051 -0.1013 -5.8926 -0.31 0.38 -0.54 -0.7257
N 1.0298 -1.1475 -4.5428 3.88 -0.90 -0.66 -0.0616
N -1.0085 -1.0407 -3.9170 -2.37 -0.45 0.71 -0.5357
H 1.7364 -0.6537 -5.0692 0.93 -0.77 0.18 0.1325
H 1.1377 -1.8440 -3.8194 0.52 0.38 -0.36 -0.0016
H -0.5467 -1.3752 -3.0834 -0.90 0.27 0.41 0.2299
H -1.7886 -0.3991 -3.9103 -0.29 -0.26 0.66 0.2829
C 5.5104 1.1179 -0.9331 1.36 1.03 -0.06 0.2400
O 4.3575 1.1040 -1.1739 -4.34 -0.39 -0.48 -0.2677
N 6.1531 2.1635 -0.4859 1.78 3.10 1.61 -0.3767
N 6.3356 0.1317 -1.1694 1.74 -3.97 -1.01 -0.4737
H 5.6751 3.0251 -0.2640 0.12 -0.36 0.06 0.2278
H 7.1211 2.0293 -0.2309 -0.33 0.65 0.13 0.1327
H 5.9511 -0.6416 -1.6930 0.25 0.04 0.12 0.2254
H 7.3407 0.2049 -1.1025 -0.39 -0.01 -0.15 0.1412
C 2.4929 1.5952 -4.6184 -0.42 0.30 -0.62 0.2791
O 3.1570 1.0101 -5.4599 0.29 -0.46 -0.37 -0.7856
N 1.4442 2.3727 -4.7396 -2.63 1.45 -3.82 -0.1138
N 2.6269 1.6151 -3.3285 4.16 -2.69 4.25 0.5450
H 1.2432 2.8468 -3.8707 -1.14 0.89 -1.45 0.2648
H 1.0824 2.4846 -5.6759 -0.53 0.46 0.48 0.2195
H 3.4885 1.2156 -2.9848 -0.44 0.12 0.67 -0.0224
H 1.9723 2.1046 -2.7352 0.76 -0.40 0.23 -0.0621
C 1.5305 4.3130 -1.3814 1.46 -0.86 0.59 0.5345
O 1.1946 3.7329 -2.3402 -3.04 -3.05 -5.07 -0.6681
N 1.5756 5.5862 -1.3398 -0.20 5.37 0.74 -0.3858
N 2.0624 3.7097 -0.3762 1.29 -1.35 3.59 0.0348
H 1.3545 6.0732 -2.1965 0.21 0.23 0.45 0.3063
H 2.1731 5.9377 -0.6052 -0.29 0.93 -0.66 0.1574
H 2.3091 2.7347 -0.4695 0.09 0.15 0.54 -0.4462
H 2.3028 4.3000 0.4072 0.37 -1.16 0.40 0.1379
C -4.1026 -0.3309 0.0880 0.85 -2.29 3.09 0.5917
O -3.8231 -1.4964 0.1506 1.03 -2.94 -0.48 -0.7166
N -4.0122 0.4498 1.1188 1.03 2.66 4.53 -0.1616
N -4.6339 0.2583 -0.8921 -2.23 1.94 -5.88 -0.2132
H -4.2043 1.4369 1.0246 0.05 0.00 0.03 0.1281
H -3.5430 0.1413 1.9582 -0.19 -0.20 -0.36 0.2205
H -4.6599 1.2679 -0.8812 -0.04 -0.15 -0.50 -0.1486
H -4.5331 -0.2869 -1.7363 -0.31 0.64 -0.38 0.2638
C 3.4915 1.6650 2.4425 2.07 0.34 2.06 0.5441
O 3.1549 2.8104 2.4141 -0.76 3.42 -0.63 -0.6507
N 2.7237 0.6754 2.2013 -2.82 -4.53 -1.48 0.1197
N 4.7093 1.2879 2.9309 0.96 0.98 -0.33 -0.2678
H 1.7521 0.7416 1.9336 -0.02 0.45 -0.30 0.1345
H 3.1687 -0.2020 1.9727 -0.46 0.24 0.21 -0.0545
H 5.1724 2.1281 3.2467 0.47 -0.59 0.33 0.2420
H 4.8496 0.3873 3.3660 0.27 0.34 0.00 0.0868
C 7.0446 -4.3489 3.3389 -0.58 1.26 -1.22 -1.2666
C 6.5914 -3.3643 4.4614 0.34 -0.67 -1.83 0.3123
C 5.4145 -2.3307 3.9765 1.54 -1.39 2.23 -0.7798
O 5.9012 -1.3922 3.0179 -0.72 -1.11 0.45 -0.3372
C 5.3937 -1.5264 1.7097 1.12 0.33 -0.79 -0.5508
N 6.2259 -4.2669 5.5428 -1.46 1.49 0.94 -0.7198
H 7.7144 -5.1538 3.6417 0.18 0.39 0.35 0.4060
H 7.4713 -3.8127 2.4913 0.39 0.01 -0.10 0.2835
H 6.1788 -4.8471 2.9028 -0.33 -0.11 0.18 0.2865
H 7.4368 -2.7144 4.6873 0.00 -0.09 0.47 0.2598
H 5.0886 -1.7802 4.8591 0.58 0.40 0.27 0.3605
H 4.5034 -2.9171 3.8583 -0.12 -0.07 -1.59 0.4077
H 4.3397 -1.2553 1.6479 0.15 -0.63 -0.22 -0.0736
H 5.6744 -2.4552 1.2131 -0.68 -0.71 0.49 0.4573
H 5.9677 -0.8565 1.0696 -0.29 0.62 0.35 0.3909
H 6.9075 -4.9722 5.7840 0.15 0.21 -0.33 0.2848
H 5.3812 -4.7196 5.2237 -0.08 -0.45 0.34 0.2763
C 3.0339 -6.1018 -0.7166 -1.24 1.02 -0.48 -0.7741
C 2.8078 -6.7288 -2.0883 1.72 0.74 -0.26 0.4596
C 3.3482 -5.9730 -3.3357 -1.40 2.38 0.66 -0.7574
O 2.8550 -4.5706 -3.3392 0.94 -1.47 1.61 -0.2257
C 3.3676 -3.7993 -4.3751 -1.38 1.42 -1.01 -0.7482
N 3.5672 -8.0006 -2.0401 -0.80 -0.30 -0.37 -0.8029
H 2.4377 -5.1925 -0.6409 0.20 0.34 0.14 -0.3611
H 4.0734 -5.8803 -0.4746 0.00 -0.15 -0.05 0.3975
H 2.5683 -6.7882 -0.0094 0.35 -0.04 0.29 0.4536
H 1.7310 -6.7658 -2.2532 -0.01 -0.90 0.07 0.3132
H 2.8557 -6.3374 -4.2373 0.87 -0.90 -0.12 0.2949
H 4.4292 -5.8339 -3.3251 0.15 -0.83 -0.33 0.3400
H 2.6805 -3.8898 -5.2164 0.11 -0.10 -0.51 0.3367
H 4.3767 -3.8640 -4.7822 0.39 -0.91 0.65 0.3981
H 3.2572 -2.7560 -4.0795 0.11 0.10 0.19 0.0981
H 4.5084 -7.7355 -1.7874 0.49 0.21 -0.44 0.3051
H 3.3058 -8.4454 -1.1718 -0.50 -0.55 0.01 0.3125
C -2.4902 4.1342 -3.3087 -0.64 0.03 1.34 -1.3515
C -3.2516 2.7970 -3.0253 0.15 1.73 -1.55 1.8284
C -4.7671 2.8361 -3.4372 -0.04 -0.24 -0.52 -1.1462
O -5.0274 3.2420 -4.8096 1.13 0.26 0.84 -0.4226
C -6.3562 3.1652 -5.2514 -0.44 -0.84 -0.55 -0.8250
N -2.5070 1.7717 -3.7747 -1.18 -0.42 0.52 -0.0249
H -2.7038 4.5259 -4.3032 0.40 -0.11 0.05 0.3656
H -1.4447 3.9723 -3.0462 0.34 -0.34 -0.90 0.2502
H -2.6724 4.8938 -2.5485 -0.92 0.34 -0.10 0.1503
H -3.2230 2.6983 -1.9402 -0.06 -0.67 0.10 -0.8151
H -5.3145 3.4746 -2.7438 0.13 0.42 -0.12 0.4386
H -5.2249 1.8520 -3.3370 0.24 -0.44 0.21 0.4551
H -6.5568 3.9028 -6.0284 0.10 0.71 0.61 0.2915
H -7.1086 3.1208 -4.4639 0.07 0.68 0.28 0.3063
H -6.5802 2.2673 -5.8273 0.50 -0.75 0.10 0.2974
H -1.5598 2.0842 -3.9333 0.16 -0.08 -0.05 -0.0668
H -2.9581 1.7667 -4.6784 0.21 -0.32 -0.45 0.3279
C -1.3675 -5.8453 1.6988 -0.77 -2.11 1.81 -1.3172
C -2.7836 -6.4499 2.2551 2.60 1.16 -0.82 0.3705
C -2.6216 -7.0173 3.6607 0.66 -0.31 1.07 -0.7524
O -1.6843 -8.1227 3.7881 -0.87 1.38 -1.81 -0.2990
C -1.6394 -8.7626 5.0193 0.30 -0.43 -0.30 -0.7422
N -3.6247 -5.2811 2.3003 -1.36 -0.06 -0.04 -0.6544
H -0.9557 -5.1154 2.3958 -0.45 0.22 0.10 0.3381
H -1.3005 -5.4374 0.6902 -0.48 -0.39 -0.01 0.3917
H -0.7575 -6.7320 1.8712 0.71 0.09 -0.78 0.3328
H -3.1075 -7.2606 1.6024 -0.09 -0.02 -0.29 0.2750
H -3.5770 -7.3237 4.0868 -0.43 -0.29 -0.31 0.3726
H -2.3250 -6.2046 4.3237 0.40 0.26 0.06 0.3547
H -2.5991 -9.1892 5.3108 -0.31 0.31 0.27 0.3046
H -1.1978 -8.1100 5.7724 -0.16 -0.07 0.37 0.2953
H -0.9942 -9.6210 4.8324 0.21 0.03 0.35 0.2385
H -3.7575 -4.9619 1.3513 0.44 0.47 -0.26 0.2422
H -4.5788 -5.5317 2.5170 -0.36 -0.18 0.59 0.2485
C 1.8841 -0.8839 -1.1205 1.35 2.14 1.96 0.7237
C 0.7428 -1.3452 -0.1919 1.99 -0.31 -1.76 0.2405
C -0.3085 -0.2331 -0.0379 -0.48 -0.76 1.45 -0.7322
O 0.0690 0.8001 0.9204 0.44 0.26 -1.67 -0.3449
C -0.5778 2.0263 0.5994 0.35 0.60 -0.04 0.0506
N 0.3037 -2.5364 -0.8980 -2.31 0.41 0.11 -0.3267
H 1.9275 -1.0267 -2.2002 -0.70 -0.17 0.38 -0.7164
H 2.8526 -1.1378 -0.6896 0.19 -0.84 -0.21 0.3537
H 1.9974 0.1777 -0.9006 -0.12 0.52 -0.62 -0.7917
H 1.2299 -1.6468 0.7354 -0.36 0.47 0.66 0.2174
H -1.2063 -0.5267 0.5061 -0.52 -1.10 -1.08 0.6228
H -0.5029 0.1550 -1.0377 -0.19 0.31 0.08 0.4350
H -0.6961 2.2665 -0.4572 0.89 -0.44 -0.55 -0.0933
H 0.0702 2.7861 1.0362 -0.54 0.18 0.09 0.0016
H -1.6316 2.1211 0.8616 -0.12 -0.43 1.08 -0.0179
H -0.5826 -2.8005 -0.4922 -0.11 -0.89 -0.10 0.2264
H 0.9813 -3.2853 -0.9102 -0.03 0.08 0.20 -0.0131
C -3.3376 5.4059 3.6380 0.80 1.83 0.78 -1.6287
C -2.8838 4.0201 3.4806 1.28 -2.01 0.90 1.5765
C -1.8712 3.5658 4.5613 0.96 0.40 -0.67 -0.8483
O -0.7089 4.3545 4.6072 0.24 0.47 1.07 -0.4418
C 0.1534 4.4493 3.4942 -0.10 -0.22 0.33 -0.3998
N -3.9889 3.1262 3.5886 -1.94 -0.58 -0.48 -0.5990
H -3.6542 5.8843 2.7112 -0.39 -0.11 0.19 0.2576
H -2.4848 5.9680 4.0184 0.35 0.28 -0.39 0.4102
H -4.0089 5.5605 4.4828 -0.67 -0.30 -0.31 0.4311
H -2.4066 3.8939 2.5088 0.07 -0.05 -0.18 -0.4323
H -1.5498 2.5299 4.4523 -0.24 -0.43 -0.73 0.3448
H -2.3018 3.5480 5.5625 -0.24 0.63 0.07 0.3382
H 0.4106 3.4959 3.0327 -0.34 -0.26 -0.04 0.0845
H 1.1046 4.8126 3.8831 -0.13 0.32 -0.11 0.3198
H -0.2823 5.1352 2.7677 0.23 0.07 -0.33 0.2568
H -3.8056 2.1331 3.6080 0.44 0.01 0.00 0.1251
H -4.5293 3.3526 4.4113 -0.16 -0.06 0.04 0.3078
C -6.8009 3.6033 1.0724 -1.85 -1.19 0.99 -1.8074
C -5.7408 3.9507 0.0870 -0.89 -0.56 0.15 1.0782
C -5.7988 5.4509 -0.1337 0.24 0.69 -0.69 -1.1257
O -5.0382 5.8734 -1.2327 1.09 0.24 -1.56 -0.1171
C -5.0979 7.2846 -1.5274 -0.21 -0.68 1.55 -0.8595
N -4.5195 3.3112 0.5621 0.36 1.13 -1.28 0.2777
H -7.0622 2.5457 1.0378 0.24 -0.26 -0.26 0.4184
H -7.7772 4.0800 0.9854 0.16 0.42 -0.41 0.4342
H -6.5218 3.7197 2.1196 0.47 0.45 -0.04 0.2567
H -5.8944 3.4510 -0.8695 -0.67 0.34 -0.17 -0.3134
H -5.4356 6.0213 0.7212 -0.36 -0.02 0.62 0.2987
H -6.8221 5.7052 -0.4099 -0.45 0.00 0.66 0.5367
H -4.9676 7.7928 -0.5720 0.51 0.38 0.12 0.3424
H -6.0832 7.6432 -1.8251 -0.20 -0.44 -0.60 0.3260
H -4.3153 7.5769 -2.2276 -0.18 -0.35 0.03 0.2328
H -3.8830 3.9400 0.0934 1.46 -0.40 0.41 0.0518
H -4.4385 3.3508 1.5680 0.11 0.51 0.46 -0.0029
```
Positions in Å, forces in eV/Å.

Properties
Energy above the lowest of the compared OMol25 structures with the same formula, charge and spin: 205.1 kcal/mol
Max |F|: 6.65 eV/A
Orbital gap: 8.51 eV

---

The following is a DFT calculation (the ωB97M-V functional and the def2-TZVPD basis) of 7 unconnected molecules or ions with the total composition C44H68N10O4.

Geometry as XYZ:
```
126
Properties=species:S:1:pos:R:3:forces:R:3:mulliken_charge:R:1
C 6.8951 -4.4526 0.2732 1.39 -0.43 0.80 -0.8075
O 6.3761 -3.1579 -0.1122 -0.60 -1.34 -0.80 -0.2197
C 5.1833 -3.2934 -0.9567 -0.18 -0.83 1.40 -0.7156
C 3.9292 -2.7034 -0.0802 1.35 -0.44 -1.40 0.0639
C 3.7354 -1.1825 -0.5736 0.49 -0.53 0.04 -1.2862
C 2.3690 -0.4754 0.0062 2.35 -0.72 0.90 1.8329
C 1.9196 -1.4427 1.2379 -4.55 0.18 2.15 -0.4412
N 1.2109 -1.8952 2.1167 4.26 2.21 -4.60 -0.7520
C 2.8865 0.9477 0.6191 0.07 0.61 0.35 -0.7953
C 3.3350 0.8879 2.1609 0.30 0.67 0.88 -0.7680
C 4.6606 0.0067 2.4456 4.03 -0.22 -0.80 0.4103
O 5.8088 0.3025 1.9706 -5.65 -1.02 1.85 -0.5454
O 4.6333 -1.1927 3.2586 -0.96 3.04 -0.88 -0.4539
C 1.2364 -0.3222 -1.1262 -1.54 1.26 -0.02 1.6601
C 1.4142 1.0510 -1.9831 1.09 2.90 -1.83 -0.5453
N 1.5706 2.0789 -2.6106 -0.96 -5.82 3.60 -0.6135
C -0.2811 -0.3086 -0.6029 -1.31 0.68 -0.44 -1.3715
C -0.8110 1.0983 -0.0285 -1.06 0.65 0.43 -0.3211
C -1.9133 0.8989 1.1686 0.51 0.54 -0.26 -0.7353
C -3.4189 0.7520 0.6275 -0.01 -0.03 0.17 -0.5444
N -3.8454 -0.6900 0.4906 -1.59 -2.37 -1.38 0.2657
C -4.8269 -1.0537 -0.5527 0.91 -4.81 1.81 -0.4086
C -5.0207 -2.6195 -0.4712 2.33 2.79 2.19 -0.3811
C -4.1216 -3.1576 0.7011 -0.05 5.75 -1.19 -0.6416
C -3.4388 -1.8649 1.2450 -1.69 -1.76 -1.77 -0.1144
O 1.2971 -1.3760 -2.1675 -0.58 -2.75 2.14 -0.4320
C 0.8273 -2.6111 -1.6717 -2.26 -1.65 0.33 0.5483
N 0.2427 -3.6183 -1.3280 3.41 5.20 -1.78 -0.5104
H 7.2519 -5.0971 -0.6254 -0.84 1.13 1.32 0.3291
H 6.1835 -5.0591 0.9579 0.78 1.00 -1.27 0.3323
H 7.8453 -4.2622 0.9109 -1.62 -0.14 -1.14 0.2350
H 5.0517 -4.4377 -1.1169 -0.09 2.05 -0.12 0.4436
H 5.3317 -2.7419 -1.9494 -0.16 -0.80 1.41 0.2451
H 3.0506 -3.4040 -0.3002 0.92 1.31 0.51 0.2510
H 4.2922 -2.7909 1.0204 -0.94 0.30 -1.87 0.2191
H 3.7879 -1.1453 -1.7286 -0.45 -0.04 1.88 0.6114
H 4.6878 -0.6121 -0.2253 -1.85 -0.83 -0.42 -0.0283
H 2.1070 1.7890 0.5386 1.00 -1.45 0.17 0.3272
H 3.8104 1.3339 0.0286 -1.69 -0.93 0.81 0.3887
H 2.4668 0.6482 2.8960 1.49 0.00 -1.48 0.3561
H 3.6447 1.9751 2.4408 -0.33 -1.89 -0.57 0.4514
H 3.9261 -1.0976 3.9403 0.36 -0.25 -0.89 0.3572
H -0.9412 -0.5353 -1.5349 1.27 0.28 1.54 0.4537
H -0.5506 -1.1148 0.1630 0.99 0.94 -1.11 0.5020
H -1.3419 1.7108 -0.8630 1.14 -1.07 1.29 0.5116
H -0.0112 1.7897 0.4066 -0.83 -1.20 -0.72 0.0281
H -1.5370 0.0090 1.7831 -0.93 1.21 -0.74 0.3131
H -1.8769 1.8238 1.8642 -0.03 -1.47 -1.22 0.3643
H -3.5029 1.2207 -0.4251 0.24 -0.82 1.64 0.3582
H -4.1905 1.3300 1.2776 1.46 -1.11 -0.83 0.2483
H -5.3431 -0.3317 -1.2802 1.21 -1.11 1.52 0.2944
H -5.6815 -3.2744 -1.1369 1.04 1.38 1.14 0.3005
H -3.9604 -4.2101 1.1152 -0.35 1.91 -0.84 0.3101
H -2.6984 -1.7895 2.1254 -1.45 -0.02 -1.77 0.3206
C 10.5667 0.9089 0.2128 0.12 0.17 -0.05 -0.9045
C 9.0434 0.8387 0.1890 0.23 0.16 -0.06 -0.4920
C 8.5002 -0.5191 0.6419 0.28 -0.46 -0.79 1.2417
C 9.0048 -1.6011 -0.2733 0.99 -2.67 -1.91 0.1370
N 9.3969 -2.4604 -0.9964 -1.39 3.36 2.72 -0.6018
H 11.0144 0.1894 -0.4781 -0.07 -0.01 0.09 0.3229
H 10.9060 1.9035 -0.0898 -0.01 -0.06 0.03 0.4031
H 10.9520 0.7083 1.2162 -0.06 -0.01 -0.16 -0.0920
H 8.6951 1.0574 -0.8262 -0.06 -0.04 0.12 0.3656
H 8.6415 1.6192 0.8425 -0.10 -0.15 -0.02 0.3276
H 7.4083 -0.5124 0.6193 0.21 -0.24 -0.03 -0.7558
H 8.8165 -0.7382 1.6653 0.00 -0.11 -0.17 0.1343
C 11.9102 0.9990 6.2568 -0.02 0.04 0.11 -1.0504
C 13.0579 0.5514 5.3586 -0.05 0.00 0.37 -0.5780
C 12.7146 0.6403 3.8703 -0.57 -0.67 0.02 -0.3222
C 11.5396 -0.2474 3.5641 -2.64 -1.94 -0.92 0.2351
N 10.6100 -0.9479 3.3221 3.56 2.67 1.07 -0.5325
H 11.0314 0.3597 6.1363 0.06 0.05 -0.06 0.2761
H 12.2071 0.9472 7.3075 -0.03 0.05 -0.10 0.3842
H 11.6191 2.0307 6.0354 -0.01 -0.09 0.04 0.2837
H 13.3298 -0.4774 5.6165 0.04 0.10 -0.14 0.3120
H 13.9334 1.1755 5.5613 -0.03 -0.07 -0.15 0.3241
H 13.5694 0.3228 3.2671 -0.21 -0.03 -0.07 0.3664
H 12.4680 1.6694 3.5934 -0.10 -0.14 -0.04 0.3097
C -9.6151 0.2517 0.1444 -0.09 0.00 0.32 -1.2738
C -9.2327 0.3716 -1.3188 0.14 0.16 0.19 -0.2637
C -9.7343 -0.8028 -2.1614 0.57 -0.57 0.36 0.1329
C -9.1348 -2.0866 -1.6561 1.21 -3.05 0.92 -0.0347
N -8.6594 -3.1005 -1.2568 -1.77 3.90 -1.52 -0.4993
H -9.1697 -0.6307 0.6117 -0.01 0.02 -0.11 0.3968
H -9.2642 1.1239 0.7024 -0.08 -0.05 -0.04 0.3325
H -10.7015 0.1895 0.2556 0.13 0.03 0.01 0.3154
H -8.1427 0.4462 -1.3991 -0.09 -0.03 -0.12 0.2657
H -9.6489 1.3024 -1.7161 0.02 -0.12 -0.09 0.1784
H -9.4497 -0.6627 -3.2079 -0.06 -0.23 0.07 0.2271
H -10.8246 -0.8720 -2.1124 0.13 -0.13 0.04 0.1962
C -14.4284 2.0393 -4.3042 -0.09 0.02 -0.07 -1.1928
C -13.0378 2.6650 -4.2749 -0.32 0.13 -0.03 -0.6287
C -11.9836 1.7432 -3.6576 -0.42 0.02 0.83 0.4787
C -12.3536 1.4248 -2.2347 -0.80 -0.91 3.70 0.2015
N -12.6520 1.1732 -1.1052 1.20 1.10 -4.82 -0.5831
H -14.7987 1.8327 -3.2966 0.09 -0.03 -0.07 0.3855
H -15.1408 2.7194 -4.7784 0.06 -0.08 0.01 0.3610
H -14.4246 1.1018 -4.8690 -0.01 0.06 0.07 0.2552
H -13.0834 3.6046 -3.7143 0.11 -0.08 -0.08 0.3389
H -12.7386 2.9148 -5.2976 0.12 -0.04 0.10 0.3239
H -11.0043 2.2300 -3.6720 -0.04 -0.12 0.16 0.3974
H -11.9078 0.8109 -4.2259 -0.03 0.14 0.30 -0.2161
C -13.0742 0.1272 -8.7173 -0.08 0.02 -0.04 -1.0673
C -11.6828 0.7514 -8.6899 -0.36 0.11 -0.10 -0.3785
C -10.6290 -0.1698 -8.0708 -0.33 0.06 0.78 -0.4020
C -10.9985 -0.4847 -6.6470 -0.57 -0.92 3.22 0.2674
N -11.2921 -0.7337 -5.5218 1.15 0.87 -4.46 -0.5636
H -13.4447 -0.0768 -7.7091 0.07 -0.04 -0.06 0.2820
H -13.7859 0.8069 -9.1928 0.07 -0.09 0.01 0.3228
H -13.0719 -0.8114 -9.2801 -0.03 0.08 0.07 0.3139
H -11.7273 1.6923 -8.1313 0.13 -0.08 -0.06 0.2440
H -11.3838 0.9986 -9.7129 0.12 -0.03 0.13 0.3104
H -9.6495 0.3156 -8.0863 -0.06 -0.15 0.16 0.2731
H -10.5539 -1.1029 -8.6362 -0.02 0.02 0.19 0.3102
C 8.0483 1.8982 5.5587 0.08 -0.07 -0.07 -0.9347
C 7.3364 1.5574 6.8634 0.26 -0.16 -0.22 -0.4592
C 6.3965 2.6684 7.3366 0.68 0.55 0.21 -0.3554
C 7.1781 3.9312 7.5782 1.51 3.02 0.63 0.2235
N 7.7969 4.9282 7.7690 -2.32 -3.86 -0.75 -0.4462
H 8.6915 2.7757 5.6673 -0.11 -0.01 0.03 0.3746
H 8.6846 1.0664 5.2452 -0.11 0.05 -0.04 0.1246
H 7.3277 2.0958 4.7588 0.09 -0.03 0.03 0.3389
H 8.0872 1.3534 7.6342 -0.17 0.03 0.01 0.2782
H 6.7604 0.6375 6.7243 -0.03 0.10 0.10 0.3079
H 5.9014 2.3720 8.2653 0.04 0.20 -0.05 0.3063
H 5.6237 2.8631 6.5876 0.11 0.12 0.07 0.2389
```
Positions in Å, forces in eV/Å.

Properties
Max |F|: 6.91 eV/A
Orbital gap: 7.64 eV
SMILES: COCCC[C@@](C#N)(CCC(=O)O)[C@](C#N)(CCCCn1cccc1)OC#N.CCCC#N.CCCC#N.CCCC#N.CCCC#N.CCCC#N.CCCC#N

---

These records have electronic energy values of -3374.355674; -2565.454411 a.u., in the order they appear.